w | 8 unconnected molecules or ions with the total composition C20H58N2O8. Source: the Open Molecules 2025 dataset; level of theory: ωB97M-V/def2-TZVPD.

Bonds (Å) are listed after each position.
Element x y z (Å)
1 C 6.82 11.82 7.95  O2 1.392, H7 1.084, H8 1.098, H9 1.097
2 O 7.72 10.84 7.55  C1 1.392, C3 1.427
3 C 9.03 11.32 7.26  O2 1.427, C4 1.555, H10 1.082, H11 1.088
4 C 9.76 10.44 6.21  C3 1.555, C5 1.531, N6 1.469, H12 1.082
5 C 9.72 8.94 6.51  C4 1.531, H13 1.095, H14 1.091, H15 1.065
6 N 11.18 10.82 6.15  C4 1.469, H16 1.021, H17 1.036
7 H 5.87 11.29 7.98  C1 1.084
8 H 6.73 12.73 7.35  C1 1.098
9 H 7.05 12.10 8.98  C1 1.097
10 H 9.03 12.33 6.87  C3 1.082
11 H 9.60 11.34 8.19  C3 1.088
12 H 9.26 10.53 5.26  C4 1.082
13 H 10.16 8.72 7.49  C5 1.095
14 H 10.22 8.37 5.72  C5 1.091
15 H 8.72 8.58 6.55  C5 1.065
16 H 11.56 10.74 7.09  N6 1.021
17 H 11.43 11.76 5.81  N6 1.036
18 C 10.00 13.01 10.42  O19 1.393, H24 1.087, H25 1.096, H26 1.106
19 O 9.78 11.67 10.76  C18 1.393, C20 1.438
20 C 8.96 11.54 11.93  O19 1.438, C21 1.559, H27 1.094, H28 1.088
21 C 8.69 10.02 12.15  C20 1.559, C22 1.533, N23 1.445, H29 1.107
22 C 9.96 9.15 12.12  C21 1.533, H30 1.095, H31 1.110, H32 1.084
23 N 7.74 9.43 11.24  C21 1.445, H33 1.027, H34 1.007
24 H 10.68 12.99 9.58  C18 1.087
25 H 10.35 13.68 11.21  C18 1.096
26 H 9.03 13.42 10.09  C18 1.106
27 H 9.48 12.00 12.78  C20 1.094
28 H 8.01 12.06 11.79  C20 1.088
29 H 8.31 9.97 13.19  C21 1.107
30 H 10.81 9.67 12.58  C22 1.095
31 H 10.30 8.99 11.08  C22 1.110
32 H 9.76 8.17 12.53  C22 1.084
33 H 8.00 9.37 10.25  N23 1.027
34 H 6.83 9.86 11.19  N23 1.007
35 C 12.56 12.37 12.89  C36 1.570, H38 1.093, H39 1.098, H40 1.108
36 C 12.45 11.44 14.15  C35 1.570, O37 1.444, H41 1.101, H42 1.095
37 O 13.22 11.98 15.24  C36 1.444, H43 0.968
38 H 12.13 13.37 12.98  C35 1.093
39 H 12.05 11.82 12.09  C35 1.098
40 H 13.62 12.47 12.56  C35 1.108
41 H 12.91 10.49 13.84  C36 1.101
42 H 11.44 11.33 14.54  C36 1.095
43 H 13.01 12.93 15.30  O37 0.968
44 C 16.47 10.78 7.91  C45 1.522, H47 1.098, H48 1.109, H49 1.104
45 C 17.53 9.75 7.53  C44 1.522, O46 1.418, H50 1.085, H51 1.096
46 O 18.28 10.15 6.39  C45 1.418, H52 0.959
47 H 16.97 11.74 8.08  C44 1.098
48 H 15.96 10.58 8.87  C44 1.109
49 H 15.69 10.90 7.14  C44 1.104
50 H 17.04 8.78 7.47  C45 1.085
51 H 18.19 9.65 8.39  C45 1.096
52 H 17.69 10.36 5.66  O46 0.959
53 C 14.83 7.87 13.85  C54 1.573, H56 1.086, H57 1.089, H58 1.091
54 C 14.28 7.82 15.32  C53 1.573, O55 1.425, H59 1.090, H60 1.090
55 O 13.95 6.51 15.78  C54 1.425, H61 0.963
56 H 15.14 8.87 13.56  C53 1.086
57 H 14.12 7.47 13.14  C53 1.089
58 H 15.73 7.25 13.77  C53 1.091
59 H 13.46 8.53 15.44  C54 1.090
60 H 15.08 8.14 15.99  C54 1.090
61 H 13.22 6.17 15.26  O55 0.963
62 C 13.91 13.46 7.10  C63 1.534, H65 1.091, H66 1.082, H67 1.102
63 C 13.29 13.98 8.40  C62 1.534, O64 1.434, H68 1.083, H69 1.088
64 O 13.66 13.18 9.53  C63 1.434, H70 0.965
65 H 14.99 13.47 7.21  C62 1.091
66 H 13.61 14.10 6.28  C62 1.082
67 H 13.55 12.44 6.89  C62 1.102
68 H 12.20 13.99 8.37  C63 1.083
69 H 13.60 14.99 8.66  C63 1.088
70 H 13.22 12.32 9.50  O64 0.965
71 C 13.52 9.36 10.73  C72 1.537, H74 1.100, H75 1.111, H76 1.086
72 C 12.73 9.36 9.41  C71 1.537, O73 1.429, H77 1.100, H78 1.102
73 O 12.00 10.58 9.27  C72 1.429, H79 0.966
74 H 14.07 10.31 10.85  C71 1.100
75 H 14.27 8.55 10.85  C71 1.111
76 H 12.93 9.30 11.63  C71 1.086
77 H 12.05 8.50 9.39  C72 1.100
78 H 13.39 9.31 8.52  C72 1.102
79 H 11.26 10.63 9.89  O73 0.966
80 C 8.98 6.31 9.38  C81 1.518, H83 1.100, H84 1.095, H85 1.082
81 C 8.21 6.11 8.08  C80 1.518, O82 1.427, H86 1.108, H87 1.092
82 O 7.45 4.91 8.19  C81 1.427, H88 0.962
83 H 9.53 7.26 9.42  C80 1.100
84 H 9.74 5.56 9.62  C80 1.095
85 H 8.37 6.29 10.27  C80 1.082
86 H 8.92 6.10 7.23  C81 1.108
87 H 7.58 7.00 7.98  C81 1.092
88 H 7.09 4.69 7.33  O82 0.962

spin multiplicity: 1
charge: 0
E_HOMO: -9.21 eV
HOMO-LUMO gap: 9.75 eV
SMILES: COC[C@H](C)N.COC[C@H](C)N.CCO.CCO.CCO.CCO.CCO.CCO

Results of the Löwdin charge analysis, in e, for atoms 1 through 2: -0.127 -0.186

x | 8 unconnected molecules or ions with the total composition C20H58N2O8. Source: the Open Molecules 2025 dataset; level of theory: ωB97M-V/def2-TZVPD.

Bonds (Å) are listed after each position.
Element x y z (Å)
1 C 8.40 0.53 -0.61  O2 1.407, H7 1.090, H8 1.092, H9 1.099
2 O 7.17 0.09 -0.08  C1 1.407, C3 1.425
3 C 6.62 1.06 0.80  O2 1.425, C4 1.525, H10 1.095, H11 1.098
4 C 5.31 0.49 1.33  C3 1.525, C5 1.513, N6 1.484, H12 1.099
5 C 4.19 0.61 0.32  C4 1.513, H13 1.093, H14 1.097, H15 1.093
6 N 4.87 1.07 2.62  C4 1.484, H16 1.013, H17 1.010
7 H 8.79 -0.26 -1.25  C1 1.090
8 H 9.13 0.80 0.15  C1 1.092
9 H 8.27 1.38 -1.29  C1 1.099
10 H 7.29 1.33 1.63  C3 1.095
11 H 6.36 1.91 0.14  C3 1.098
12 H 5.38 -0.59 1.54  C4 1.099
13 H 3.23 0.19 0.65  C5 1.093
14 H 4.45 0.01 -0.56  C5 1.097
15 H 3.99 1.62 -0.04  C5 1.093
16 H 5.64 1.28 3.24  N6 1.013
17 H 4.27 0.39 3.08  N6 1.010
18 C 0.42 2.84 0.95  O19 1.417, H24 1.091, H25 1.097, H26 1.093
19 O -0.48 3.67 0.23  C18 1.417, C20 1.404
20 C -1.64 4.06 0.92  O19 1.404, C21 1.534, H27 1.095, H28 1.094
21 C -2.85 3.20 0.54  C20 1.534, C22 1.526, N23 1.480, H29 1.098
22 C -3.70 3.73 -0.60  C21 1.526, H30 1.091, H31 1.094, H32 1.095
23 N -3.71 2.99 1.73  C21 1.480, H33 1.024, H34 1.026
24 H 1.17 2.56 0.20  C18 1.091
25 H -0.11 1.92 1.24  C18 1.097
26 H 0.87 3.36 1.80  C18 1.093
27 H -1.51 4.02 2.01  C20 1.095
28 H -1.91 5.09 0.67  C20 1.094
29 H -2.46 2.22 0.22  C21 1.098
30 H -4.31 4.62 -0.48  C22 1.091
31 H -4.37 2.92 -0.92  C22 1.094
32 H -3.06 3.97 -1.46  C22 1.095
33 H -4.44 2.33 1.44  N23 1.024
34 H -3.23 2.38 2.41  N23 1.026
35 C -0.88 -0.38 -1.10  C36 1.545, H38 1.096, H39 1.088, H40 1.093
36 C 0.63 -0.60 -0.91  C35 1.545, O37 1.415, H41 1.091, H42 1.091
37 O 0.81 -0.84 0.47  C36 1.415, H43 0.982
38 H -1.30 -0.57 -2.09  C35 1.096
39 H -1.14 0.64 -0.81  C35 1.088
40 H -1.41 -1.13 -0.50  C35 1.093
41 H 1.05 0.37 -1.19  C36 1.091
42 H 0.98 -1.39 -1.58  C36 1.091
43 H 0.82 -1.81 0.62  O37 0.982
44 C -3.19 -1.99 2.29  C45 1.521, H47 1.090, H48 1.099, H49 1.089
45 C -3.41 -0.53 1.96  C44 1.521, O46 1.418, H50 1.091, H51 1.100
46 O -3.07 0.26 3.09  C45 1.418, H52 0.974
47 H -2.13 -2.21 2.43  C44 1.090
48 H -3.53 -2.65 1.47  C44 1.099
49 H -3.78 -2.33 3.14  C44 1.089
50 H -4.42 -0.29 1.61  C45 1.091
51 H -2.80 -0.20 1.11  C45 1.100
52 H -2.13 0.17 3.30  O46 0.974
53 C -0.65 -1.08 -5.30  C54 1.509, H56 1.091, H57 1.099, H58 1.093
54 C -0.14 -2.40 -5.82  C53 1.509, O55 1.424, H59 1.098, H60 1.091
55 O 0.29 -2.29 -7.17  C54 1.424, H61 0.962
56 H -0.88 -1.05 -4.23  C53 1.091
57 H -1.61 -0.78 -5.75  C53 1.099
58 H -0.03 -0.23 -5.59  C53 1.093
59 H -0.93 -3.16 -5.71  C54 1.098
60 H 0.75 -2.78 -5.31  C54 1.091
61 H -0.43 -1.98 -7.73  O55 0.962
62 C -0.35 -5.39 0.98  C63 1.504, H65 1.096, H66 1.086, H67 1.096
63 C 0.31 -4.42 0.05  C62 1.504, O64 1.435, H68 1.093, H69 1.096
64 O 1.25 -3.54 0.69  C63 1.435, H70 0.959
65 H 0.40 -5.92 1.56  C62 1.096
66 H -1.04 -6.04 0.44  C62 1.086
67 H -0.88 -4.90 1.80  C62 1.096
68 H -0.43 -3.86 -0.53  C63 1.093
69 H 0.90 -4.92 -0.73  C63 1.096
70 H 2.09 -3.98 0.76  O64 0.959
71 C -4.95 -0.31 -1.70  C72 1.555, H74 1.087, H75 1.091, H76 1.091
72 C -4.16 0.07 -2.99  C71 1.555, O73 1.411, H77 1.092, H78 1.091
73 O -3.76 -1.12 -3.63  C72 1.411, H79 0.959
74 H -4.36 -1.02 -1.12  C71 1.087
75 H -5.87 -0.73 -2.10  C71 1.091
76 H -5.21 0.55 -1.08  C71 1.091
77 H -3.29 0.63 -2.65  C72 1.092
78 H -4.81 0.74 -3.56  C72 1.091
79 H -4.31 -1.31 -4.39  O73 0.959
80 C -0.01 1.68 4.60  C81 1.535, H83 1.087, H84 1.093, H85 1.088
81 C 0.71 0.73 3.62  C80 1.535, O82 1.407, H86 1.104, H87 1.098
82 O -0.27 0.07 2.86  C81 1.407, H88 0.973
83 H -0.67 2.32 4.03  C80 1.087
84 H 0.78 2.23 5.11  C80 1.093
85 H -0.51 1.08 5.36  C80 1.088
86 H 1.32 0.02 4.21  C81 1.104
87 H 1.46 1.24 3.01  C81 1.098
88 H 0.12 -0.43 2.12  O82 0.973

spin multiplicity: 1
charge: 0
E_HOMO: -8.85 eV
HOMO-LUMO gap: 9.12 eV
SMILES: COC[C@H](C)N.COC[C@H](C)N.CCO.CCO.CCO.CCO.CCO.CCO

Results of the Löwdin charge analysis, in e, for atoms 1 through 2: -0.126 -0.187

w wins, 0.373 eV ahead of the next structure.

w | A single C16H18N2O3 molecule. Source: the Open Molecules 2025 dataset; level of theory: ωB97M-V/def2-TZVPD.

Bonds (Å) are listed after each position.
Element x y z (Å)
1 C -2.64 2.42 -2.56  C2 1.524, H22 1.087, H23 1.088, H24 1.088
2 C -1.77 1.77 -1.49  C1 1.524, C3 1.510, H25 1.096, H26 1.095
3 C -1.97 2.29 -0.09  C2 1.510, C4 1.386, C8 1.406
4 C -2.83 3.34 0.20  C3 1.386, C5 1.386, H27 1.078
5 C -3.01 3.79 1.50  C4 1.386, C6 1.383, H28 1.080
6 C -2.33 3.19 2.54  C5 1.383, C7 1.380, H29 1.080
7 C -1.47 2.14 2.28  C6 1.380, C8 1.393, H30 1.078
8 C -1.29 1.69 0.98  C3 1.406, C7 1.393, N9 1.386
9 N -0.39 0.66 0.73  C8 1.386, N10 1.322, H31 1.015
10 N 0.07 -0.07 1.73  N9 1.322, C11 1.278
11 C 0.87 -1.06 1.63  N10 1.278, C12 1.515, C13 1.482
12 C 1.22 -1.70 2.96  C11 1.515, H32 1.088, H33 1.088, H34 1.092
13 C 1.44 -1.67 0.41  C11 1.482, C14 1.381, C20 1.444
14 C 2.76 -2.06 0.34  C13 1.381, O15 1.344, C16 1.423
15 O 3.67 -1.81 1.30  C14 1.344, H35 0.967
16 C 3.26 -2.74 -0.81  C14 1.423, C17 1.352, H36 1.075
17 C 2.42 -3.00 -1.84  C16 1.352, C18 1.491, O19 1.338
18 C 2.79 -3.72 -3.08  C17 1.491, H37 1.085, H38 1.089, H39 1.089
19 O 1.15 -2.59 -1.81  C17 1.338, C20 1.377
20 C 0.60 -1.92 -0.74  C13 1.444, O19 1.377, O21 1.215
21 O -0.56 -1.58 -0.87  C20 1.215
22 H -3.69 2.28 -2.33  C1 1.087
23 H -2.43 3.48 -2.65  C1 1.088
24 H -2.44 1.95 -3.52  C1 1.088
25 H -0.72 1.93 -1.77  C2 1.096
26 H -1.96 0.70 -1.50  C2 1.095
27 H -3.37 3.83 -0.59  C4 1.078
28 H -3.69 4.61 1.69  C5 1.080
29 H -2.47 3.53 3.56  C6 1.080
30 H -0.93 1.65 3.08  C7 1.078
31 H -0.35 0.30 -0.22  N9 1.015
32 H 0.31 -1.79 3.55  C12 1.088
33 H 1.65 -2.69 2.83  C12 1.088
34 H 1.91 -1.08 3.54  C12 1.092
35 H 3.27 -1.32 2.03  O15 0.967
36 H 4.29 -3.03 -0.82  C16 1.075
37 H 3.84 -4.01 -3.06  C18 1.085
38 H 2.60 -3.09 -3.95  C18 1.089
39 H 2.18 -4.62 -3.18  C18 1.089

spin multiplicity: 1
charge: 0
E_HOMO: -7.29 eV
HOMO-LUMO gap: 7.47 eV
SMILES: CCc1ccccc1N/N=C(/C)c1c(O)cc(C)oc1=O

Results of the Löwdin charge analysis, in e, for atoms 1 through 2: -0.112 -0.207

x | A single C16H18N2O3 molecule. Source: the Open Molecules 2025 dataset; level of theory: ωB97M-V/def2-TZVPD.

Bonds (Å) are listed after each position.
Element x y z (Å)
1 C 7.14 0.56 -1.96  C2 1.521, H22 1.086, H23 1.086, H24 1.086
2 C 5.78 -0.08 -2.21  C1 1.521, O3 1.414, H25 1.099, H26 1.099
3 O 4.79 0.77 -1.67  C2 1.414, C4 1.358
4 C 3.49 0.42 -1.79  O3 1.358, C5 1.390, C21 1.398
5 C 3.02 -0.74 -2.39  C4 1.390, C6 1.386, H27 1.079
6 C 1.65 -0.98 -2.45  C5 1.386, C7 1.385, H28 1.081
7 C 0.74 -0.09 -1.93  C6 1.385, C8 1.505, C20 1.393
8 C -0.74 -0.35 -1.97  C7 1.505, N9 1.457, H29 1.093, H30 1.095
9 N -1.28 -0.59 -0.64  C8 1.457, C10 1.441, C11 1.352
10 C -0.85 -1.81 -0.01  N9 1.441, H31 1.087, H32 1.095, H33 1.092
11 C -2.00 0.39 -0.04  N9 1.352, O12 1.218, C13 1.495
12 O -2.19 1.48 -0.56  C11 1.218
13 C -2.60 0.08 1.29  C11 1.495, C14 1.423, C19 1.362
14 C -2.41 0.99 2.37  C13 1.423, C15 1.353, H34 1.080
15 C -3.01 0.80 3.57  C14 1.353, C16 1.443, H35 1.078
16 C -3.89 -0.32 3.80  C15 1.443, O17 1.215, N18 1.398
17 O -4.48 -0.59 4.83  C16 1.215
18 N -4.06 -1.15 2.69  C16 1.398, C19 1.350, H36 1.013
19 C -3.45 -0.97 1.49  C13 1.362, N18 1.350, H37 1.080
20 C 1.21 1.08 -1.33  C7 1.393, C21 1.376, H38 1.080
21 C 2.56 1.33 -1.25  C4 1.398, C20 1.376, H39 1.078
22 H 7.93 -0.06 -2.36  C1 1.086
23 H 7.29 0.70 -0.89  C1 1.086
24 H 7.17 1.54 -2.44  C1 1.086
25 H 5.74 -1.07 -1.73  C2 1.099
26 H 5.62 -0.21 -3.29  C2 1.099
27 H 3.70 -1.46 -2.82  C5 1.079
28 H 1.30 -1.89 -2.93  C6 1.081
29 H -1.27 0.52 -2.37  C8 1.093
30 H -0.96 -1.23 -2.59  C8 1.095
31 H -1.02 -1.77 1.07  C10 1.087
32 H -1.38 -2.67 -0.42  C10 1.095
33 H 0.22 -1.94 -0.19  C10 1.092
34 H -1.77 1.85 2.20  C14 1.080
35 H -2.87 1.48 4.39  C15 1.078
36 H -4.70 -1.92 2.82  N18 1.013
37 H -3.69 -1.68 0.71  C19 1.080
38 H 0.51 1.78 -0.92  C20 1.080
39 H 2.94 2.22 -0.79  C21 1.078

spin multiplicity: 1
charge: 0
E_HOMO: -8.57 eV
HOMO-LUMO gap: 9.06 eV
SMILES: CCOc1ccc(CN(C)C(=O)c2ccc(=O)[nH]c2)cc1

Results of the Löwdin charge analysis, in e, for atoms 1 through 2: -0.065 -0.266

x wins, 1.044 eV ahead of the next structure.